1.
Here is C7H6 in the gas phase from the Open Molecules 2025 dataset. Energies are from ωB97M-V/def2-TZVPD.

XYZ file:
```
13
Properties=species:S:1:pos:R:3
C -0.42 -1.21 1.83
C -0.28 -0.47 0.63
C -0.88 0.27 -0.49
C 0.34 0.72 0.05
C -1.90 0.32 -1.32
C 1.38 1.53 0.12
C 0.63 -1.63 0.85
H -1.96 1.11 -2.06
H -2.70 -0.40 -1.29
H 2.15 1.39 0.86
H 1.49 2.35 -0.56
H 1.68 -1.38 1.00
H 0.48 -2.60 0.38
```

**HOMO energy**: -8.658 eV
**Net charge**: 0
**Gap between HOMO and LUMO**: 8.1 eV


2.
Here is C7H6 in the gas phase from the Open Molecules 2025 dataset. Energies are from ωB97M-V/def2-TZVPD.

XYZ file:
```
13
Properties=species:S:1:pos:R:3
C 0.63 1.41 -2.26
C 0.11 1.12 -1.23
C -0.54 0.93 0.03
C 0.28 0.64 1.34
C -0.69 -0.41 0.79
C -0.16 -1.68 0.36
C 0.44 -2.70 0.01
H 0.96 1.56 -3.22
H -1.41 1.61 -0.12
H 1.36 0.71 1.29
H 0.05 1.25 2.14
H -1.64 -0.75 1.18
H 0.60 -3.69 -0.32
```

**HOMO energy**: -9.333 eV
**SMILES**: C#C[C@@H]1C[C@@H]1C#C
**Net charge**: 0
**Gap between HOMO and LUMO**: 10.4 eV


So which one is most stable? That would be 2, about 2.108 eV below the next structure.


1.
Here is C8H8N2O2 in the gas phase from the Open Molecules 2025 dataset. Energies are from ωB97M-V/def2-TZVPD.

XYZ file:
```
20
Properties=species:S:1:pos:R:3
C 1.97 -1.97 0.56
C 0.96 -1.37 -0.04
C -0.26 -2.03 -0.65
C 0.81 0.20 -0.06
C 0.97 0.61 -1.41
N 1.08 0.98 -2.47
C 1.82 0.92 0.73
N 2.67 1.39 1.34
C -0.61 0.64 0.49
O -1.17 0.15 1.42
O -1.10 1.64 -0.23
C -2.34 2.31 0.09
H 2.64 -1.34 1.19
H 2.13 -2.97 0.44
H -1.10 -1.47 -0.24
H -0.30 -3.11 -0.23
H -0.14 -1.94 -1.69
H -2.63 3.15 -0.54
H -2.36 2.70 1.05
H -3.04 1.51 0.24
```

**HOMO energy**: -10.607 eV
**SMILES**: C=C(C)C(C#N)(C#N)C(=O)OC
**Net charge**: 0
**Gap between HOMO and LUMO**: 11.2 eV


2.
Here is 2 unconnected molecules or ions with the total composition C8H8N2O2 from the Open Molecules 2025 dataset. Energies are from ωB97M-V/def2-TZVPD.

XYZ file:
```
20
Properties=species:S:1:pos:R:3
C 3.16 -1.20 -0.10
C 1.24 0.26 0.17
C 1.01 1.70 0.03
C -0.34 1.95 -0.25
C -1.31 0.80 -0.09
C -3.15 -0.35 0.03
C -1.00 -0.43 -0.03
C 0.24 -0.72 0.03
H 3.01 -1.20 -1.23
H 2.77 -2.10 0.66
H 4.14 -1.24 0.28
H 1.90 2.37 -0.22
H -0.70 3.07 -0.43
H -3.20 1.88 1.57
H -2.06 -2.26 -0.30
H 0.76 -1.75 -0.26
N -2.58 0.95 -0.10
N -2.13 -1.30 -0.14
O 2.62 0.13 0.27
O -4.38 -0.57 0.14
```

**HOMO energy**: -7.684 eV
**Net charge**: 0
**Gap between HOMO and LUMO**: 5.7 eV


So which one is most stable? That would be 1, about 4.941 eV below the next structure.


1.
Here is 2 unconnected molecules or ions with the total composition C2H3NO3P from the Open Molecules 2025 dataset. Energies are from ωB97M-V/def2-TZVPD.

XYZ file:
```
10
Properties=species:S:1:pos:R:3
C -2.39 -0.12 -0.07
C 1.41 0.12 -0.01
N -1.84 -1.19 -0.04
O 2.82 0.29 0.11
O -3.18 0.75 -0.09
O 0.96 -1.00 0.10
P 0.73 1.75 -0.10
H -0.87 -1.24 -0.05
H 2.98 -0.59 0.33
H -0.63 1.23 -0.19
```

**HOMO energy**: -2.858 eV
**Net charge**: -1
**Gap between HOMO and LUMO**: 6.7 eV


2.
Here is a gas-phase ion, C2H3NO3P (charge -1) from the Open Molecules 2025 dataset. Energies are from ωB97M-V/def2-TZVPD.

XYZ file:
```
10
Properties=species:S:1:pos:R:3
O -1.43 -1.07 1.69
C -0.87 -0.57 0.73
C 0.66 -0.61 0.56
N 0.95 0.43 -0.59
P -0.40 0.48 -1.69
O -0.60 1.91 -1.98
O -1.50 0.04 -0.22
H 0.94 -1.60 0.19
H 1.19 -0.36 1.48
H 1.05 1.35 -0.18
```

**HOMO energy**: -3.979 eV
**SMILES**: O=C1CNP([O-])O1
**Net charge**: -1
**Gap between HOMO and LUMO**: 8.1 eV


So which one is most stable? That would be 2, about 2.130 eV below the next structure.